Record 1
This record from OMol25 describes 2 unconnected molecules or ions with the total composition C3H10O2 at a distorted geometry. The level of theory is ωB97M-V/def2-TZVPD.

The value obtained for the HOMO energy is -9.91 eV. The calculation puts the energy relative to the best compared isomer or geometry (same formula, charge and spin) at 55.0 kcal per mole. The value obtained for the molecular weight is 78.11 g mol⁻¹. Its frontier orbital gap is 0.3898 Ha.

Structure (XYZ):
```
15
C3H10O2, DFT ωB97M-V/def2-TZVPD
C 2.22160 0.69115 0.83573
O 0.91202 1.24839 0.79632
H 0.84865 1.75049 1.73452
H 2.48384 0.09096 1.65450
H 2.94162 1.60229 0.59447
H 2.37414 -0.09390 0.00781
C -1.75238 -0.60926 -0.93273
C -1.28897 -1.09697 0.56681
O -0.46809 -0.27591 -1.54441
H -2.24244 -1.50212 -1.35865
H -2.29538 0.32115 -1.01336
H -0.45533 -0.40166 0.70728
H 0.31922 -0.43716 -1.02346
H -0.61012 -1.95761 0.53205
H -1.99718 -1.06173 1.33073
```

***

Record 2
This record from OMol25 describes a molecular structure, C3H2N2S at a distorted geometry. The level of theory is ωB97M-V/def2-TZVPD.

The value obtained for the HOMO energy (alpha / beta) is -7.45 / -9.72 eV. The calculation puts the energy relative to the best compared isomer or geometry (same formula, charge and spin) at 96.5 kcal per mole. The value obtained for the molecular weight is 98.13 g mol⁻¹. Its multiplicity is 3. Its expectation value of S² is 2.04. Its frontier orbital gap (alpha / beta) is 0.2723 / 0.2850 Ha.

Structure (XYZ):
```
8
C3H2N2S, DFT ωB97M-V/def2-TZVPD
C -1.03206 -2.13076 -0.02678
C 0.07482 -1.45833 -0.22203
C -0.89479 1.17333 0.03583
N 1.06789 -0.78758 -0.41774
N 0.27753 1.47174 -0.11356
S -2.02831 -0.00849 0.02052
H 1.67004 -0.35057 0.39586
H 0.86488 2.09066 0.32790
```

***

Record 3
This record from OMol25 describes a molecular structure, C33H38BN8O2Rh at a distorted geometry. The level of theory is ωB97M-V/def2-TZVPD.

The value obtained for the HOMO energy (alpha / beta) is 0.69 / -1.87 eV. The calculation puts the energy relative to the best compared isomer or geometry (same formula, charge and spin) at 5.7 kcal per mole. The value obtained for the molecular weight is 692.44 g mol⁻¹. Its multiplicity is 5. Its expectation value of S² is 6.04. As for the net charge: -2. Its frontier orbital gap (alpha / beta) is 0.1488 / 0.2414 Ha.

Structure (XYZ):
```
83
C33H38BN8O2Rh, DFT ωB97M-V/def2-TZVPD
Rh 0.36852 -0.04190 -0.58280
C 0.36440 -4.06570 -0.27477
C -0.18162 -3.82747 -1.65048
C 0.19433 -4.66689 -2.68117
C -0.36134 -4.55406 -3.94663
C -1.31893 -3.57677 -4.16014
C -1.68417 -2.68871 -3.16669
C -2.67348 -1.60895 -3.46859
C -1.09582 -2.76246 -1.87759
N -1.28369 -1.81141 -0.91366
C -2.44683 -1.35752 -0.42215
O -3.54736 -1.93727 -0.56482
C -2.36521 -0.12544 0.40375
C -3.46813 0.34782 1.07620
C -3.39912 1.54035 1.80790
C -2.18067 2.23199 1.84428
C -1.07650 1.73148 1.19484
N -1.16824 0.56124 0.47626
C 0.23042 2.42950 1.30039
O 0.30907 3.49475 1.95210
N 1.25113 1.88993 0.61342
C 2.56655 2.22424 0.78715
C 3.41944 2.46188 -0.32230
C 2.91203 2.41884 -1.73629
C 4.76176 2.73294 -0.12716
C 5.31776 2.80207 1.13747
C 4.50396 2.53960 2.22564
C 3.16468 2.23804 2.07554
C 2.34796 1.88439 3.28079
H 1.14340 -4.82830 -0.27751
H -0.43153 -4.38989 0.39896
H 0.76855 -3.14303 0.12571
H 0.93651 -5.43997 -2.49806
H -0.06670 -5.23020 -4.74081
H -1.79286 -3.49390 -5.13257
H -3.09225 -1.71444 -4.47119
H -2.16751 -0.64703 -3.38893
H -3.48365 -1.62072 -2.73990
H -4.38536 -0.22328 1.02309
H -4.26068 1.91622 2.34170
H -2.07191 3.16035 2.38719
H 1.99529 1.83252 -1.78697
H 3.66271 1.97729 -2.39536
H 2.70738 3.43295 -2.09630
H 5.39489 2.90350 -0.99285
H 6.36430 3.04436 1.27219
H 4.93020 2.55658 3.22269
H 2.98151 1.75887 4.16067
H 1.79499 0.96010 3.10048
H 1.61711 2.67202 3.47503
B 3.45459 -1.30138 0.62241
N 3.15866 -1.31604 -0.89628
C 4.02730 -1.75560 -1.81177
C 3.49260 -1.55402 -3.06851
C 2.25900 -0.95891 -2.81824
N 2.08411 -0.82531 -1.50734
N 2.16396 -1.51240 1.44448
C 2.14067 -2.15337 2.61716
C 0.84697 -2.14787 3.09875
C 0.12434 -1.46339 2.12956
N 0.93860 -1.08481 1.14361
H 4.16499 -2.24236 0.86032
H 3.96772 -0.26518 0.92902
H 4.97124 -2.17503 -1.52246
H 3.93177 -1.80227 -4.01570
H 1.50528 -0.61808 -3.50545
H 3.03495 -2.56556 3.04483
H 0.47810 -2.58603 4.00646
H -0.92772 -1.25093 2.11756
C -0.74170 2.06375 -4.02531
C -0.97639 2.02746 -2.49351
C -0.50755 3.38120 -1.90547
C -2.49824 1.92782 -2.21344
N -0.24919 0.94677 -1.98855
H -1.25281 2.91402 -4.47600
H -1.10304 1.14686 -4.48442
H 0.32653 2.14332 -4.21498
H -1.19719 4.17524 -2.19424
H 0.48734 3.62364 -2.26333
H -0.47307 3.31875 -0.82237
H -3.02427 2.75479 -2.69333
H -2.67745 1.97517 -1.14349
H -2.90907 0.99332 -2.58092
```

***

Record 4
This record from OMol25 describes a molecular structure, C29H30IIrN2O3PSe2 at a distorted geometry. The level of theory is ωB97M-V/def2-TZVPD.

The value obtained for the HOMO energy (alpha / beta) is -9.97 / -9.97 eV. The calculation puts the energy relative to the best compared isomer or geometry (same formula, charge and spin) at 45.5 kcal per mole. The value obtained for the molecular weight is 962.59 g mol⁻¹. As for the net charge: +1. Its frontier orbital gap (alpha / beta) is 0.2342 / 0.2342 Ha.

Structure (XYZ):
```
69
C29H30IIrN2O3PSe2, DFT ωB97M-V/def2-TZVPD
Ir 0.96463 0.19655 -0.47107
O 0.99998 1.96643 -3.09485
N -0.04034 1.51589 -2.28072
C -1.17099 1.48753 -2.87172
C -2.44718 1.17460 -2.25899
C -3.58073 1.70661 -2.88978
C -4.84765 1.51656 -2.37754
C -5.02633 0.78430 -1.21335
C -3.92487 0.23087 -0.59020
C -2.63798 0.41311 -1.09657
P -1.33179 -0.50686 -0.22736
C -1.76753 -0.12671 1.50077
C -2.01695 1.21486 1.79226
C -2.29310 1.60815 3.08590
C -2.31894 0.66930 4.10637
C -2.06257 -0.66166 3.82446
C -1.77761 -1.06298 2.52889
C -1.79983 -2.24526 -0.48822
C -2.86389 -2.62962 -1.29957
C -3.16668 -3.97060 -1.44878
C -2.40358 -4.93732 -0.81534
C -1.31243 -4.56338 -0.04671
C -1.00529 -3.22546 0.10888
H 1.80191 1.95219 -2.54820
H -1.21535 1.79981 -3.91520
H -3.45035 2.29238 -3.78715
H -5.69623 1.94298 -2.88702
H -6.01307 0.63174 -0.80307
H -4.05575 -0.36104 0.30603
H -2.01044 1.94013 0.98880
H -2.49450 2.64702 3.30012
H -2.54571 0.97657 5.11619
H -2.08995 -1.39375 4.61868
H -1.58598 -2.10546 2.32165
H -3.45849 -1.89051 -1.81520
H -4.00537 -4.25878 -2.06416
H -2.65295 -5.98062 -0.93192
H -0.69827 -5.31406 0.42988
H -0.13935 -2.93252 0.69069
O 3.39815 1.03290 -0.37711
C 4.43083 0.22031 0.16223
C 4.35631 -1.20520 -0.40794
C 5.80297 -1.78256 -0.32947
O 5.92258 -3.06309 -0.86997
C 3.43706 -2.11998 0.41432
Se 1.95943 -1.25847 1.41058
C 3.98983 -1.18618 -1.89312
Se 2.10550 -0.98519 -2.40590
H 3.53407 1.94165 -0.09106
H 4.35536 0.17070 1.25843
H 5.40198 0.65925 -0.09652
H 6.14195 -1.75053 0.71536
H 6.47025 -1.15391 -0.92686
H 5.59799 -3.72499 -0.24972
H 4.01370 -2.63261 1.18892
H 2.97266 -2.87281 -0.22635
H 4.31327 -2.12607 -2.34899
H 4.51772 -0.36656 -2.38549
I -0.68692 6.36007 -0.32715
C 0.08261 4.67194 0.67963
C 0.29052 4.68868 2.05154
C 0.77832 3.53632 2.64676
C 1.03699 2.42861 1.85910
N 0.84895 2.41761 0.54032
C 0.38104 3.52093 -0.03413
H 0.08537 5.57155 2.63634
H 0.95772 3.49634 3.70872
H 1.41085 1.51574 2.30333
H 0.23444 3.49456 -1.10267
```